(one)
The following is a DFT calculation (wB97M-V/def2-TZVPD) of a cluster of 2 separate species, C3H10N2OS in total.

Positions of all 17 atoms, in Å:
C  -2.38  0.75  -0.01
C  -0.10  -1.62  0.51
C  -1.21  0.47  -0.92
N  2.82  -0.32  -0.70
N  3.50  0.44  -0.06
O  0.31  0.90  1.26
S  0.35  0.10  0.03
H  -2.69  -0.14  0.52
H  -2.10  1.51  0.72
H  -3.23  1.12  -0.58
H  -0.23  -2.19  -0.40
H  0.72  -2.02  1.09
H  -1.01  -1.61  1.11
H  -0.97  1.34  -1.52
H  -1.38  -0.38  -1.58
H  3.86  1.35  -0.43
H  3.75  0.29  0.95

Highest occupied orbital energy (eV): -8.125
Gap between HOMO and LUMO (eV): 8.9533
Lowest unoccupied orbital energy (eV): 0.83
Total charge: 0

(two)
The following is a DFT calculation (wB97M-V/def2-TZVPD) of a structure of composition C3H10N2OS.

Positions of all 17 atoms, in Å:
C  -2.20  0.37  -0.53
C  -1.97  -0.76  0.45
C  1.93  1.30  -0.38
N  2.86  0.65  0.26
N  -0.59  -0.85  0.86
O  1.85  -1.52  0.33
S  0.51  -1.15  -0.44
H  -2.36  1.27  -0.02
H  -1.42  0.61  -1.08
H  -3.02  0.23  -1.13
H  -2.50  -0.56  1.30
H  -2.21  -1.59  -0.14
H  2.03  1.97  -1.13
H  0.97  1.27  -0.10
H  3.79  0.84  -0.10
H  2.63  -0.52  0.32
H  -0.29  -1.55  1.54

Highest occupied orbital energy (alpha / beta) (eV): -7.015 / -7.015
Gap between HOMO and LUMO (alpha / beta) (eV): 7.3207 / 7.3201
Lowest unoccupied orbital energy (alpha / beta) (eV): 0.31 / 0.31
Total charge: 0

Most stable = (one)

(one)
The following is a DFT calculation (wB97M-V/def2-TZVPD) of the molecule C4H8N2O2S2.

Positions of all 18 atoms, in Å:
C  -1.61  1.91  -0.93
S  -0.80  0.32  -0.08
O  -1.89  -0.38  0.56
C  0.64  -1.07  0.43
C  0.78  -2.29  -0.44
S  -0.66  -2.65  -1.49
N  1.79  -0.34  0.68
C  1.45  0.96  1.23
O  2.32  1.71  1.65
N  0.09  1.34  1.01
H  -1.02  2.05  -1.81
H  -1.85  2.88  -0.31
H  -2.69  1.73  -1.10
H  0.72  -3.17  0.29
H  1.64  -2.32  -1.00
H  -1.41  -2.08  -0.66
H  2.73  -0.80  0.45
H  -0.21  2.20  1.48

Highest occupied orbital energy (eV): -8.140
SMILES: C[S@@]1(=O)=C(CS)NC(=O)N1
Gap between HOMO and LUMO (eV): 7.8077
Lowest unoccupied orbital energy (eV): -0.33
Total charge: 0

(two)
The following is a DFT calculation (wB97M-V/def2-TZVPD) of the molecule C4H8N2O2S2.

Positions of all 18 atoms, in Å:
C  -2.64  0.34  1.00
C  -1.68  0.13  -0.18
N  -0.81  -1.01  -0.09
C  0.51  -1.02  -0.01
S  1.45  -2.32  0.35
C  1.28  0.29  -0.08
S  1.13  1.42  1.09
N  2.31  0.33  -0.92
O  3.24  1.34  -0.68
O  2.78  -0.60  -1.77
H  -2.21  0.72  1.84
H  -3.59  0.99  0.74
H  -3.07  -0.65  1.26
H  -2.25  0.06  -1.15
H  -1.09  1.11  -0.28
H  -1.34  -1.75  0.16
H  2.86  2.00  -0.02
H  3.13  -1.38  -1.27

Highest occupied orbital energy (eV): -8.870
SMILES: CCNC(=S)C(=S)N(O)O
Gap between HOMO and LUMO (eV): 8.4415
Lowest unoccupied orbital energy (eV): -0.43
Total charge: 0

Most stable = (two)

(one)
The following is a DFT calculation (wB97M-V/def2-TZVPD) of the ion CH9N6 with charge +1.

Positions of all 16 atoms, in Å:
H  1.24  -1.49  1.25
N  1.76  -0.62  1.01
C  1.47  0.08  0.06
N  2.06  1.14  -0.40
N  -0.09  -0.18  -0.82
N  -0.41  -1.39  -0.54
N  -1.13  0.91  0.06
N  -2.17  0.10  0.60
H  2.95  1.41  -0.13
H  1.61  1.62  -1.17
H  0.14  -1.85  0.19
H  -0.84  -2.00  -1.24
H  -0.70  1.62  0.71
H  -1.60  1.58  -0.57
H  -2.53  -0.31  -0.29
H  -1.78  -0.64  1.26

Highest occupied orbital energy (eV): -14.232
SMILES: [H]/N=C(/N)N(N)[NH2+]N
Gap between HOMO and LUMO (eV): 10.9720
Lowest unoccupied orbital energy (eV): -3.26
Total charge: +1

(two)
The following is a DFT calculation (wB97M-V/def2-TZVPD) of a cluster of 2 separate species, CH9N6 in total.

Positions of all 16 atoms, in Å:
C  -0.67  0.30  -1.48
N  -1.30  -0.37  -0.47
N  0.42  0.92  -1.15
N  -1.23  0.15  -2.67
N  0.48  0.33  1.46
N  1.65  -0.99  2.74
N  0.93  0.06  2.62
H  0.57  0.75  -0.07
H  1.09  1.14  -1.83
H  -2.04  -0.39  -2.80
H  -1.05  0.73  -3.41
H  -0.72  -0.55  0.39
H  -0.17  1.11  1.50
H  2.16  -1.03  3.66
H  2.13  -1.49  1.99
H  -2.24  -0.68  -0.49

Highest occupied orbital energy (eV): -14.082
Gap between HOMO and LUMO (eV): 11.0335
Lowest unoccupied orbital energy (eV): -3.05
Total charge: +1

(three)
The following is a DFT calculation (wB97M-V/def2-TZVPD) of a cluster of 3 separate species, CH9N6 in total.

Positions of all 16 atoms, in Å:
C  -0.02  -0.03  -0.64
N  0.92  2.70  -4.24
N  1.19  1.74  -3.81
N  -0.83  0.58  0.17
N  1.53  -0.30  -2.43
N  0.82  0.54  -1.46
N  -1.56  -0.26  2.47
H  -0.15  -1.12  -0.55
H  2.32  -0.67  -1.93
H  -1.16  0.21  1.12
H  -1.10  1.60  0.04
H  0.84  -0.99  -2.65
H  1.72  0.32  -3.22
H  -1.25  -1.19  2.54
H  -2.55  -0.38  2.40
H  -1.26  0.28  3.21

Highest occupied orbital energy (eV): -13.288
Gap between HOMO and LUMO (eV): 10.4385
Lowest unoccupied orbital energy (eV): -2.85
Total charge: +1

Most stable = (three)

(one)
The following is a DFT calculation (wB97M-V/def2-TZVPD) of the molecule C6H6N2O.

Positions of all 15 atoms, in Å:
C  1.67  1.36  0.36
C  0.56  0.74  1.15
C  -0.44  -0.01  0.72
C  -1.41  -0.68  1.46
N  -2.18  -1.44  1.89
C  -0.73  -0.23  -0.93
O  -2.04  -0.67  -1.30
C  0.15  -1.32  -1.27
N  0.58  -2.26  -1.77
H  1.95  2.30  0.65
H  2.60  0.82  0.35
H  1.37  1.59  -0.64
H  0.57  0.84  2.23
H  -0.59  0.65  -1.50
H  -2.06  -1.69  -1.42

Highest occupied orbital energy (eV): -10.460
SMILES: C/C=C(/C#N)[C@H](O)C#N
Gap between HOMO and LUMO (eV): 10.6433
Lowest unoccupied orbital energy (eV): 0.18
Total charge: 0

(two)
The following is a DFT calculation (wB97M-V/def2-TZVPD) of a cluster of 2 separate species, C6H6N2O in total.

Positions of all 15 atoms, in Å:
C  -2.24  0.91  0.15
C  -1.59  -0.42  -0.20
C  -0.16  -0.19  -0.21
C  0.48  -1.38  -0.14
C  2.55  -0.39  -0.01
C  1.79  0.90  -0.31
H  -1.73  1.19  1.12
H  -3.31  0.48  0.56
H  -2.23  1.64  -0.56
H  -0.13  -2.32  -0.08
H  3.74  -0.03  0.74
H  2.63  1.70  -0.48
N  1.83  -1.55  0.04
N  0.47  1.04  -0.34
O  -2.10  -1.58  -0.30

Highest occupied orbital energy (eV): -9.681
Gap between HOMO and LUMO (eV): 8.7618
Lowest unoccupied orbital energy (eV): -0.92
Total charge: 0

Most stable = (one)